No. 1
120
Properties=species:S:1:pos:R:3:mulliken_charge:R:1 method="wB97M-V/def2-TZVPD" e_homo_ev=-7.3 gap_ev=7.935 total_energy_ev=-60226.46139
C 4.281 -7.336 -1.372 -1.29
O 3.437 -6.119 -1.697 0.39
C 4.145 -5.093 -2.519 -1.13
C 3.134 -3.823 -2.635 -1.33
N 3.219 -2.986 -1.414 -0.41
C 4.500 -2.306 -1.104 -0.93
C 4.814 -1.153 -2.067 -1.05
O 4.468 0.123 -1.565 -0.40
C 3.071 0.443 -1.724 1.68
H 3.601 -8.101 -0.998 0.51
H 4.963 -7.099 -0.555 0.36
H 4.819 -7.755 -2.223 0.26
H 4.212 -5.457 -3.544 0.43
H 5.049 -4.891 -1.945 0.52
H 2.108 -4.179 -2.534 0.37
H 3.369 -3.114 -3.429 0.52
H 2.936 -3.504 -0.594 1.33
H 5.232 -3.109 -1.018 0.84
H 4.567 -1.985 -0.064 0.28
H 4.568 -1.350 -3.110 0.32
H 5.888 -1.100 -2.247 0.41
H 2.903 1.490 -1.471 0.08
H 2.499 -0.150 -1.010 -1.12
H 2.606 0.359 -2.706 0.31
C -3.411 2.402 0.853 -0.66
O -3.227 3.613 0.135 -0.31
C -4.471 4.337 0.082 -0.91
C -5.008 4.803 1.533 -0.83
N -5.700 6.075 1.407 -0.16
C -6.941 5.958 0.686 -0.40
C -7.336 7.370 0.269 -0.78
O -7.921 8.076 1.366 -0.32
C -7.758 9.475 1.105 -0.79
H -2.447 1.915 0.700 -0.42
H -4.199 1.804 0.393 0.52
H -3.418 2.517 1.936 0.35
H -5.224 3.735 -0.426 0.48
H -4.324 5.100 -0.683 0.33
H -4.034 4.994 1.985 0.49
H -5.421 3.962 2.090 0.22
H -5.748 6.501 2.322 0.24
H -7.733 5.401 1.186 0.35
H -6.863 5.459 -0.280 0.33
H -8.061 7.285 -0.541 0.40
H -6.465 7.871 -0.153 0.38
H -8.350 10.040 1.824 0.29
H -8.220 9.839 0.187 0.31
H -6.734 9.845 1.152 0.32
C 2.654 -5.028 0.942 -0.77
O 2.396 -3.911 0.194 -0.08
C 1.871 -2.799 0.923 -1.57
C 1.810 -1.413 0.162 -1.69
N 0.498 -0.713 0.542 -0.31
C 0.334 0.557 -0.131 0.19
C -0.723 1.530 0.475 0.20
O -0.441 1.961 1.835 -0.44
C -1.330 3.031 2.292 0.53
H 3.724 -4.989 1.146 0.54
H 2.616 -5.917 0.312 0.13
H 1.956 -5.042 1.778 0.30
H 2.311 -2.598 1.900 0.33
H 0.932 -3.184 1.320 0.90
H 1.812 -1.522 -0.923 0.94
H 2.624 -0.826 0.589 0.54
H 0.355 -0.684 1.541 0.30
H 0.142 0.403 -1.193 0.25
H 1.285 1.089 -0.086 -0.73
H -1.669 1.010 0.322 0.26
H -0.612 2.428 -0.132 -0.16
H -2.311 3.061 1.818 -0.87
H -0.824 3.973 2.077 -0.10
H -1.470 2.866 3.360 0.60
C -1.581 3.732 -1.168 -0.48
O -0.362 4.640 -1.245 -0.49
C 0.229 4.756 0.028 0.78
C 1.423 5.744 0.131 -1.15
N 2.670 5.062 -0.226 -0.41
C 3.032 3.901 0.509 0.10
C 3.191 4.231 2.048 -1.09
O 1.834 4.117 2.570 0.03
C 1.574 4.236 3.965 -0.97
H -1.716 3.251 -0.199 1.18
H -1.537 3.034 -2.003 0.12
H -2.501 4.307 -1.266 0.06
H 0.432 3.722 0.307 -0.15
H -0.529 5.144 0.708 0.27
H 1.553 6.260 1.082 0.28
H 1.207 6.595 -0.516 0.48
H 2.475 4.698 -1.148 0.35
H 4.003 3.592 0.122 0.52
H 2.338 3.101 0.251 -0.58
H 3.573 5.245 2.167 0.42
H 3.955 3.591 2.488 0.55
H 0.770 3.541 4.205 0.21
H 1.125 5.201 4.201 0.33
H 2.460 4.197 4.599 0.37
C -3.296 -5.679 1.443 -0.62
O -2.064 -5.392 2.052 -0.42
C -0.831 -5.888 1.409 -0.80
C -0.345 -5.159 0.075 0.96
N 0.286 -6.127 -0.724 -0.15
C 1.283 -5.528 -1.640 -0.39
C 1.100 -6.099 -3.092 -0.26
O 0.616 -7.405 -2.905 -0.52
C 1.553 -8.425 -2.646 -0.39
H -3.230 -5.124 0.507 0.25
H -4.202 -5.481 2.016 0.24
H -3.262 -6.755 1.271 0.29
H -0.839 -6.975 1.496 0.52
H 0.039 -5.759 2.052 0.26
H 0.292 -4.304 0.301 -1.24
H -1.200 -4.662 -0.383 0.43
H -0.293 -6.679 -1.340 0.37
H 2.193 -5.908 -1.176 -1.00
H 1.316 -4.441 -1.714 0.97
H 2.002 -5.952 -3.685 0.28
H 0.405 -5.590 -3.761 0.32
H 1.172 -9.445 -2.713 0.35
H 2.054 -8.296 -1.687 -0.10
H 2.318 -8.291 -3.411 0.25

=====

No. 2
120
Properties=species:S:1:pos:R:3:mulliken_charge:R:1 method="wB97M-V/def2-TZVPD" e_homo_ev="-9.3 / -9.3" spin_multiplicity=2 total_charge=+1 gap_ev="6.956 / 2.233" total_energy_ev=-60232.56806
C -5.460 1.387 -2.199 -0.69
O -4.385 1.516 -3.152 -0.36
C -4.165 2.787 -3.609 -0.41
C -3.139 2.889 -4.890 -1.03
N -1.964 2.032 -4.784 -0.20
C -1.396 1.797 -6.116 -0.92
C 0.065 1.215 -5.834 -0.62
O -0.112 -0.086 -5.333 -0.34
C 1.001 -0.868 -5.365 -1.08
H -5.140 1.709 -1.208 0.15
H -5.733 0.333 -2.157 0.26
H -6.397 1.796 -2.575 0.37
H -3.664 3.438 -2.892 0.14
H -5.078 3.324 -3.866 0.63
H -2.799 3.891 -5.151 0.46
H -3.785 2.660 -5.737 0.42
H -2.343 1.158 -4.452 0.22
H -1.417 2.666 -6.773 0.52
H -2.043 1.085 -6.627 0.39
H 0.661 1.914 -5.247 0.34
H 0.540 1.272 -6.814 0.48
H 0.855 -1.889 -5.013 0.37
H 1.879 -0.497 -4.837 0.40
H 1.281 -0.953 -6.415 0.47
C 2.031 -2.531 -0.386 -0.81
O 1.195 -1.391 -0.313 -0.37
C 0.996 -0.721 -1.487 -0.64
C 0.070 0.454 -1.266 -0.50
N -1.163 -0.155 -0.843 -0.15
C -2.301 0.719 -0.769 -0.54
C -2.089 1.956 0.160 -0.55
O -3.406 2.386 0.479 -0.31
C -3.345 3.667 1.022 -1.08
H 3.015 -2.411 -0.839 0.25
H 1.493 -3.222 -1.034 0.29
H 2.198 -2.864 0.638 0.38
H 0.613 -1.307 -2.323 0.27
H 1.976 -0.346 -1.782 0.45
H 0.016 1.083 -2.155 0.29
H 0.377 1.038 -0.398 0.29
H -0.993 -0.958 -0.254 0.23
H -3.221 0.172 -0.564 0.46
H -2.496 1.096 -1.773 -0.09
H -1.537 2.739 -0.361 0.46
H -1.529 1.752 1.073 0.43
H -2.880 3.661 2.008 0.43
H -4.324 4.088 1.248 0.41
H -2.853 4.382 0.362 0.39
C 0.157 -5.281 3.041 -0.62
O 0.822 -4.891 4.270 -0.38
C 0.925 -5.920 5.236 -0.56
C 2.355 -6.521 5.375 -0.62
N 3.431 -5.595 5.420 -0.40
C 3.535 -4.894 6.704 -0.57
C 3.819 -5.590 8.014 -0.35
O 3.302 -4.819 9.076 -0.33
C 3.596 -5.317 10.394 -0.74
H -0.925 -5.410 3.065 0.32
H 0.583 -6.182 2.599 0.34
H 0.428 -4.550 2.280 0.11
H 0.227 -6.694 4.916 0.45
H 0.555 -5.545 6.191 0.36
H 2.572 -7.222 4.568 0.34
H 2.497 -7.100 6.287 0.33
H 3.326 -4.866 4.729 0.29
H 2.554 -4.429 6.803 0.33
H 4.212 -4.052 6.563 0.33
H 4.870 -5.850 8.140 0.30
H 3.233 -6.508 8.056 0.21
H 4.604 -5.692 10.573 0.30
H 3.001 -6.219 10.538 0.31
H 3.330 -4.610 11.179 0.26
C 2.746 -4.499 -9.939 -0.81
O 2.763 -3.517 -8.891 -0.32
C 4.039 -3.166 -8.355 -0.54
C 4.025 -2.008 -7.345 -0.54
N 3.704 -2.580 -6.090 0.12
C 4.778 -2.826 -5.194 -0.65
C 4.225 -3.382 -3.850 -0.33
O 3.779 -4.701 -4.012 -0.34
C 3.606 -5.404 -2.783 -0.59
H 2.475 -5.395 -9.380 0.32
H 3.638 -4.843 -10.463 0.36
H 1.902 -4.302 -10.601 0.27
H 4.758 -2.753 -9.063 0.43
H 4.521 -3.987 -7.825 0.37
H 3.204 -1.372 -7.675 0.28
H 4.934 -1.424 -7.202 0.53
H 2.929 -3.227 -6.106 0.37
H 5.407 -1.945 -5.065 0.51
H 5.270 -3.702 -5.616 0.27
H 3.334 -2.801 -3.614 0.09
H 4.892 -3.269 -2.995 0.55
H 3.029 -6.315 -2.943 0.28
H 3.036 -4.802 -2.075 0.08
H 4.532 -5.607 -2.245 0.35
C -4.852 8.543 7.795 -0.81
O -4.636 7.778 6.671 -0.27
C -4.187 6.434 6.818 -0.47
C -4.022 5.651 5.532 -0.89
N -2.953 6.232 4.614 -0.26
C -3.443 7.266 3.682 -0.40
C -2.350 8.343 3.395 -0.57
O -1.134 7.614 3.020 -0.38
C -0.957 7.180 1.730 -0.39
H -3.835 8.770 8.113 0.35
H -5.380 8.062 8.619 0.29
H -5.267 9.518 7.541 0.25
H -4.845 5.838 7.450 0.40
H -3.295 6.342 7.437 0.41
H -4.839 5.470 4.833 0.41
H -3.792 4.615 5.777 0.30
H -2.189 6.527 5.206 0.25
H -4.362 7.673 4.102 0.42
H -3.688 6.822 2.717 0.10
H -2.243 9.039 4.227 0.35
H -2.687 8.908 2.525 0.36
H -1.825 6.558 1.513 0.03
H -0.117 6.517 1.523 0.26
H -0.740 8.020 1.070 0.27